Formula: C33H28F6I2N3O6PS4Zn
Source: OMol25
Level of theory: the ωB97M-V functional and the def2-TZVPD basis

Structure (XYZ):
```
84
Properties=species:S:1:pos:R:3:lowdin_charge:R:1
Zn -1.4208 0.1616 0.1051 0.29
I -0.8420 0.6603 3.0317 1.12
C 1.1703 0.5592 3.8106 -0.52
C 1.2049 0.5735 5.1828 -0.17
C 2.4098 0.5028 5.8908 -0.07
C 3.5730 0.4310 5.1883 -0.04
C 3.5755 0.4252 3.7761 -0.16
C 4.8270 0.3579 3.1318 -0.02
C 4.9111 0.3621 1.7740 -0.05
C 3.7324 0.3911 1.0255 -0.11
C 2.4720 0.4221 1.5911 -0.26
P 1.1723 0.3451 0.2378 1.09
C 1.9833 -1.0037 -0.7048 -0.38
C 2.0935 -2.2269 -0.0488 -0.10
C 2.7571 -3.2850 -0.6404 -0.07
C 3.3234 -3.1344 -1.8968 -0.08
C 3.2079 -1.9240 -2.5591 -0.07
C 2.5362 -0.8621 -1.9719 -0.09
C 1.6076 1.8315 -0.7416 -0.38
C 2.4220 2.8668 -0.2920 -0.10
C 2.6708 3.9627 -1.1046 -0.09
C 2.0804 4.0560 -2.3539 -0.07
C 1.2317 3.0494 -2.7922 -0.06
C 0.9974 1.9446 -1.9922 -0.12
C 2.3522 0.4748 3.0187 -0.18
H 0.2749 0.6424 5.7287 0.08
H 2.3981 0.5057 6.9713 0.11
H 4.5252 0.3755 5.6975 0.11
H 5.7159 0.3187 3.7459 0.12
H 5.8651 0.3227 1.2693 0.11
H 3.8272 0.3685 -0.0503 0.11
H 1.6603 -2.3414 0.9366 0.10
H 2.8278 -4.2329 -0.1279 0.11
H 3.8570 -3.9542 -2.3563 0.11
H 3.6397 -1.7979 -3.5425 0.11
H 2.4678 0.0766 -2.5034 0.10
H 2.8682 2.8264 0.6916 0.11
H 3.3210 4.7525 -0.7540 0.10
H 2.2723 4.9125 -2.9848 0.10
H 0.7428 3.1267 -3.7536 0.11
H 0.3291 1.1672 -2.3348 0.09
I 0.4331 5.8368 1.6183 0.89
C -0.8859 4.6255 0.5304 -0.68
C -1.8729 5.1714 -0.2767 -0.11
C -2.6629 4.2957 -0.9955 -0.05
C -2.4561 2.9280 -0.8721 -0.19
N -1.5291 2.4170 -0.0658 0.02
C -0.7555 3.2561 0.6180 -0.27
H -2.0179 6.2401 -0.3450 0.10
H -3.4489 4.6624 -1.6385 0.12
H -3.0245 2.2297 -1.4639 0.08
H -0.0001 2.8286 1.2616 0.03
F -3.7139 -2.2465 -1.1290 0.13
C -3.5923 -1.5175 -2.2294 -0.66
F -4.1969 -2.1273 -3.2324 0.16
F -4.2564 -0.3686 -2.0249 0.11
S -1.8292 -0.9767 -2.6426 0.63
O -1.7622 0.3077 -1.9322 -0.38
O -1.8141 -0.8958 -4.0643 -0.23
N -0.7227 -1.9073 -2.0359 -0.27
S -0.8130 -3.3910 -2.6002 0.60
O -2.2019 -3.7294 -2.7635 -0.29
O -0.0142 -4.3120 -1.8622 -0.26
C -0.0583 -3.3397 -4.3290 -0.66
F 0.8803 -4.2840 -4.4364 0.13
F 0.5328 -2.1712 -4.5599 0.13
F -0.9645 -3.5625 -5.2683 0.16
C -7.1372 -0.1207 0.0711 -0.09
O -5.8244 -0.3708 0.5603 -0.24
C -4.9268 0.6016 0.6560 -1.27
S -5.1995 2.1812 0.3017 0.69
S -3.4615 -0.0304 1.3538 0.53
H -7.2877 -0.7408 -0.8132 0.10
H -7.2586 0.9318 -0.1818 0.03
H -7.8461 -0.4015 0.8495 0.09
C -0.7253 -3.2084 2.8177 0.01
C -1.2305 -2.8756 1.4354 -0.56
N -1.9293 -3.8410 0.8402 0.23
O -1.0316 -1.7630 0.9388 -0.19
H -0.4531 -4.2585 2.8907 0.08
H -1.5197 -2.9858 3.5304 0.10
H 0.1284 -2.5818 3.0633 0.07
H -1.9650 -4.7592 1.2459 0.12
H -2.2261 -3.7567 -0.1202 0.09
```

Calculated values
Energy above the lowest of the compared OMol25 structures with the same formula, charge and spin ... 88.3 kJ/mol
HOMO ... -0.2802 hartree
Max |F| ... 1.32 eV Å⁻¹
E_LUMO ... -0.31 eV
M ... 1155.030 g mol⁻¹
Gap between HOMO and LUMO ... 7.318 eV

Formula: CH4ClOP
Source: OMol25
Level of theory: the ωB97M-V functional and the def2-TZVPD basis

Structure (XYZ):
```
8
Properties=species:S:1:pos:R:3:lowdin_charge:R:1
C -0.0355 -1.8416 1.0324 -0.42
P -0.4829 -1.1528 -0.4400 0.44
Cl -0.0341 -2.7745 -1.5133 0.12
H 0.4869 -2.7510 0.9858 -0.05
H -0.2296 -1.4070 1.9607 -0.04
O 0.6857 2.0709 -1.5548 -0.05
H -0.0441 2.6598 -1.4543 0.02
H 0.4135 1.4675 -2.2130 -0.01
```

Calculated values
Energy above the lowest of the compared OMol25 structures with the same formula, charge and spin ... 199.3 kJ/mol
HOMO ... -0.3470 hartree
SMILES ... C=PCl.O
Max |F| ... 2.73 eV Å⁻¹
E_LUMO ... -0.07 eV
M ... 98.469 g mol⁻¹
Gap between HOMO and LUMO ... 9.369 eV

Formula: C2H18F3N2O11SY
Source: OMol25
Level of theory: the ωB97M-V functional and the def2-TZVPD basis

Structure (XYZ):
```
38
Properties=species:S:1:pos:R:3:lowdin_charge:R:1
Y -14.8448 -7.2575 4.2565 2.13
C -16.4899 -1.5266 7.7420 -0.59
F -15.8922 -0.8751 6.7351 0.14
F -15.6193 -2.0710 8.6701 0.09
F -17.2865 -0.7564 8.4531 0.17
S -17.6129 -2.9790 7.0136 0.62
O -16.6834 -3.9782 6.4192 -0.32
O -18.2358 -3.6052 8.2289 -0.23
O -18.5893 -2.2610 6.1299 -0.25
O -13.1440 -3.9142 2.7440 -0.06
H -12.7428 -3.1513 3.1602 0.05
H -13.1068 -3.7234 1.8068 0.04
O -11.0049 -7.6655 4.0980 -0.06
H -10.2021 -7.5453 4.6053 0.05
H -10.7042 -7.9677 3.2410 0.04
O -17.0227 -10.2217 2.4386 -0.06
H -16.5436 -11.0149 2.1987 0.04
H -17.9396 -10.4327 2.2628 0.05
O -13.3582 -8.2284 0.6737 -0.06
H -12.6742 -7.7063 0.2543 0.04
H -13.4389 -9.0061 0.1216 0.05
O -16.7872 -9.0688 6.8506 -0.06
H -17.0760 -9.9706 6.7105 0.05
H -17.2741 -8.7779 7.6217 0.05
O -16.8441 -5.7628 1.5318 -0.06
H -16.8581 -6.2618 0.7150 0.04
H -17.5068 -5.0831 1.4091 0.06
O -13.6109 -10.9156 4.7949 -0.06
H -12.7897 -11.0577 5.2657 0.05
H -13.8142 -11.7657 4.4049 0.05
C -12.9984 -6.0506 9.4995 -0.81
O -13.2321 -6.4676 8.3915 -0.01
N -13.8085 -5.9441 10.5180 0.19
N -11.8285 -5.5707 9.7541 0.17
H -14.7100 -6.3554 10.3227 0.13
H -13.5096 -5.3506 11.2786 0.13
H -11.8510 -5.0449 10.6162 0.11
H -11.2507 -5.1961 9.0153 0.13
```

Calculated values
Energy above the lowest of the compared OMol25 structures with the same formula, charge and spin ... 150.5 kJ/mol
HOMO ... -0.5082 hartree
Max |F| ... 5.02 eV Å⁻¹
E_LUMO ... -11.15 eV
Net charge ... +2
M ... 424.136 g mol⁻¹
Gap between HOMO and LUMO ... 2.674 eV

Formula: C14H56Cl2NO21
Source: OMol25
Level of theory: the ωB97M-V functional and the def2-TZVPD basis

Structure (XYZ):
```
94
Properties=species:S:1:pos:R:3:lowdin_charge:R:1
Cl -5.2632 1.1563 6.3093 0.70
Cl 0.5003 -0.9037 5.0772 0.76
O -0.4035 -0.4608 2.3805 -0.02
C -2.5251 -0.6087 1.7791 -0.01
C -1.7990 -0.7871 0.5743 0.03
C -1.7011 -0.5021 2.8983 -0.16
C -0.4865 -0.7238 1.0584 -0.26
C -2.9297 0.0303 6.9982 -0.11
C -1.6233 -0.3211 6.7454 -0.08
C -3.3450 0.3609 4.6158 -0.02
C -3.7257 0.4711 5.9731 -0.68
C -1.1430 -0.4143 5.4230 -0.55
C -2.0451 -0.1739 4.3387 -0.15
C 2.7317 0.7803 -1.2914 -0.01
C 1.4417 0.2940 -3.2427 -0.04
C 0.7682 -0.8164 0.3139 -0.05
C 1.8045 -0.2437 -1.9478 -0.40
N 0.6152 -0.4649 -1.1313 0.09
H -3.6129 -0.7099 1.8195 0.11
H -2.0940 -0.9477 -0.4235 0.07
H -3.2832 0.1393 8.0015 0.11
H -1.0990 -0.8651 7.5074 0.10
H -3.9973 0.5948 3.7186 0.11
H 3.0358 0.3780 -0.3438 0.06
H 2.2194 1.7158 -1.1908 0.07
H 3.5804 0.9385 -1.9559 0.07
H 0.7883 1.1217 -3.0503 0.09
H 2.2999 0.6884 -3.7985 0.09
H 0.9199 -0.4839 -3.6895 0.06
H 1.3555 -0.0026 0.7162 0.12
H 1.2882 -1.7644 0.4502 0.12
H 2.2522 -1.2620 -2.0524 0.14
H 0.0402 0.4073 -1.0832 0.14
H 0.0743 -1.1547 -1.6402 0.10
O 1.0562 -1.7199 9.4033 -0.13
H 0.8766 -0.9569 10.0431 0.07
H 0.2733 -2.3593 9.4477 0.06
O -0.5214 2.3308 -0.6942 -0.11
H 0.2541 2.7816 -0.2261 0.01
H -1.3805 2.6911 -0.2993 0.10
O 3.7163 3.7141 -2.4900 -0.11
H 4.5342 4.1809 -2.1202 0.09
H 2.9173 4.3185 -2.3482 0.06
O 3.7573 -0.5063 2.4001 -0.12
H 3.1409 -1.2964 2.5396 0.05
H 4.5845 -0.8333 1.9177 0.07
O -4.8714 -2.5165 -0.1185 -0.11
H -5.4979 -3.0050 -0.7451 0.10
H -4.2288 -3.1921 0.2745 0.10
O -4.5457 2.7719 2.3026 -0.13
H -5.2216 2.0193 2.3241 0.06
H -4.7272 3.3812 3.0897 0.07
O 3.4631 0.8217 -6.2205 -0.12
H 4.1329 1.1434 -5.5338 0.02
H 3.4627 -0.1901 -6.2105 0.08
O 5.0498 1.5839 -4.0902 -0.11
H 5.9481 1.3335 -3.6978 0.11
H 4.5677 2.1728 -3.4234 0.04
O -0.9551 -2.3097 -2.5530 -0.09
H -1.1761 -3.2512 -2.2556 0.11
H -1.7563 -1.9391 -3.0475 0.08
O -3.1050 -0.1916 -2.5812 -0.10
H -3.8576 -0.2134 -1.9052 0.09
H -3.3148 -0.8634 -3.3081 0.07
O -0.9630 0.7943 -5.6266 -0.11
H -1.9384 0.5607 -5.4931 0.06
H -0.6423 0.3377 -6.4707 0.07
O 0.7550 -3.1580 -5.0868 -0.12
H 0.0852 -2.8121 -5.7617 0.07
H 0.3668 -3.0264 -4.1617 0.02
O 0.7821 4.1465 -2.8888 -0.13
H 1.0192 3.7372 -3.7833 0.00
H -0.0775 3.7216 -2.5658 0.05
O 0.7951 -4.1711 0.1828 -0.09
H 1.6956 -3.9648 -0.2298 0.10
H 0.3128 -4.8227 -0.4227 0.10
O 1.2522 3.5319 0.8889 -0.09
H 1.2104 4.4730 1.2583 0.11
H 2.0471 3.0648 1.3057 0.10
O 1.6701 2.9658 -5.1062 -0.10
H 2.1368 2.1349 -5.4462 0.04
H 1.5552 3.6031 -5.8837 0.11
O 4.2159 -2.1614 -2.7590 -0.11
H 4.2628 -1.5992 -3.5989 0.07
H 4.7111 -3.0269 -2.9309 0.08
O 1.1304 -3.3795 2.7457 -0.13
H 0.3905 -2.8518 3.1905 0.02
H 0.8208 -3.6347 1.8168 0.00
O -0.3157 2.2674 3.5693 -0.10
H 0.0700 1.4323 3.1477 0.03
H 0.3361 2.5969 4.2695 0.08
O -6.3563 -1.6511 2.0140 -0.14
H -6.5472 -2.2334 2.8191 0.07
H -5.9957 -2.2419 1.2760 0.00
```

Calculated values
HOMO ... -0.3809 hartree
Max |F| ... 4.43 eV Å⁻¹
E_LUMO ... -3.09 eV
Net charge ... +1
M ... 645.494 g mol⁻¹
Gap between HOMO and LUMO ... 7.278 eV

> Which of these has the lowest E_LUMO?

C2H18F3N2O11SY

> Which of these has the lowest max |F|?

C33H28F6I2N3O6PS4Zn

> Which of these has the lowest E_LUMO?

C2H18F3N2O11SY